Below is a structure of composition C37H68F36N11O28S12, with properties calculated with ωB97M-V with the def2-TZVPD basis set.

Values from the calculation:
HOMO energy = -5.97 eV
DFT total energy = -12532.22991 Eh

The geometry in ORCA input format:
```
! wB97M-V def2-TZVPD RIJCOSX def2/J DEFGRID3
* xyz -1 1
C 3.06 -8.89 -6.09
C 2.19 -9.47 -4.94
C 2.56 -8.91 -3.64
O 2.30 -7.47 -3.53
C 2.93 -6.86 -2.43
N 0.73 -9.11 -5.25
H 0.19 -9.45 -4.47
H 0.59 -8.12 -5.12
H 0.39 -9.45 -6.14
H 4.11 -9.14 -6.00
H 3.10 -7.80 -6.08
H 2.54 -9.07 -7.02
H 2.28 -10.55 -4.86
H 3.65 -8.96 -3.55
H 2.18 -9.58 -2.87
H 3.87 -7.24 -2.02
H 2.20 -6.89 -1.62
H 3.01 -5.80 -2.67
C 7.11 1.42 -5.35
C 7.79 1.22 -6.68
C 8.23 -0.22 -6.83
O 7.17 -1.17 -6.92
C 7.68 -2.45 -6.81
N 6.85 1.58 -7.87
H 6.15 2.26 -7.61
H 7.34 1.87 -8.71
H 6.34 0.75 -8.12
H 6.26 0.73 -5.25
H 6.66 2.41 -5.32
H 7.61 1.37 -4.38
H 8.60 1.92 -6.88
H 8.89 -0.42 -6.00
H 8.92 -0.27 -7.68
H 7.95 -2.64 -5.77
H 8.57 -2.60 -7.42
H 6.91 -3.10 -7.22
C -1.65 3.92 10.84
C -1.56 2.62 11.63
C -0.51 1.65 11.07
O -0.30 0.51 12.02
C 0.68 -0.42 11.47
N -1.28 2.79 13.11
H -0.53 2.21 13.45
H -1.06 3.75 13.36
H -1.92 2.52 13.84
H -2.18 4.70 11.39
H -2.08 3.68 9.86
H -0.67 4.41 10.77
H -2.50 2.06 11.61
H 0.48 2.09 10.96
H -0.81 1.34 10.07
H 1.64 0.01 11.17
H 0.34 -0.82 10.51
H 0.88 -1.19 12.21
C -11.34 -1.57 -4.85
C -9.77 -1.27 -4.90
C -9.16 -1.05 -3.38
O -7.89 -1.55 -3.18
C -7.12 -0.78 -2.22
N -9.12 -2.57 -5.39
H -9.63 -3.40 -5.13
H -8.94 -2.47 -6.37
H -8.20 -2.64 -4.97
H -11.68 -2.52 -4.45
H -11.78 -1.51 -5.84
H -11.87 -0.82 -4.25
H -9.42 -0.51 -5.61
H -9.78 -1.66 -2.72
H -9.29 0.01 -3.14
H -6.54 0.01 -2.70
H -6.54 -1.63 -1.87
H -7.68 -0.29 -1.43
C 0.53 -1.04 -2.75
C 0.41 -0.49 -1.40
C 0.69 1.07 -1.25
N 0.53 1.75 0.18
C 1.59 1.19 1.12
C 1.18 1.53 2.61
C -0.25 1.13 2.96
C -1.26 1.87 2.10
C -0.96 1.49 0.65
C 0.72 3.29 -0.04
H 0.46 -2.12 -2.74
H 1.40 -0.60 -3.25
H -0.28 -0.88 -3.47
H 1.13 -0.96 -0.73
H -0.56 -0.72 -0.95
H -0.01 1.62 -1.88
H 1.69 1.25 -1.64
H 1.58 0.10 1.02
H 2.48 1.72 0.80
H 1.91 1.09 3.29
H 1.30 2.55 2.97
H -0.37 0.06 2.78
H -0.29 1.24 4.04
H -2.21 1.51 2.51
H -1.14 2.89 2.45
H -1.24 0.44 0.64
H -1.54 1.99 -0.13
H 1.76 3.31 -0.37
H 0.57 3.82 0.91
H -0.08 3.61 -0.69
C -8.58 3.61 9.04
F -9.76 3.59 9.66
F -8.46 4.61 8.19
F -7.62 3.77 9.99
S -8.12 1.91 8.21
O -6.86 2.16 7.52
O -8.09 0.97 9.33
N -9.46 1.73 7.07
S -8.85 0.60 6.20
O -7.69 1.00 5.36
O -8.72 -0.68 6.93
C -10.19 0.35 4.83
F -10.07 1.26 3.85
F -10.09 -0.85 4.37
F -11.33 0.57 5.48
C 9.40 -2.57 2.75
F 10.06 -1.45 3.08
F 9.84 -3.04 1.60
F 9.57 -3.63 3.60
S 7.49 -2.22 2.52
O 7.59 -0.97 1.79
O 6.89 -3.30 1.82
N 6.95 -1.90 4.17
S 5.96 -3.04 4.50
O 4.64 -2.98 3.81
O 6.55 -4.38 4.55
C 5.52 -2.73 6.37
F 5.22 -1.46 6.52
F 4.42 -3.45 6.79
F 6.59 -3.05 7.09
C 6.68 5.62 1.39
F 7.01 6.14 0.21
F 6.05 4.47 1.11
F 7.77 5.32 2.02
S 5.53 6.83 2.48
O 6.32 8.01 2.73
O 4.27 7.09 1.71
N 5.30 5.91 3.92
S 4.30 6.73 4.72
O 4.86 8.02 5.07
O 2.91 6.78 4.21
C 4.21 5.85 6.41
F 3.23 6.42 7.21
F 3.87 4.57 6.27
F 5.36 5.96 7.09
C -6.46 5.97 -4.74
F -7.25 4.91 -4.68
F -5.73 5.87 -5.82
F -7.15 7.05 -4.73
S -5.40 5.94 -3.14
O -6.32 5.80 -2.01
O -4.46 4.85 -3.28
N -4.64 7.52 -3.15
S -4.24 7.73 -1.65
O -5.23 8.58 -1.06
O -3.76 6.56 -0.87
C -2.63 8.81 -1.74
F -1.66 8.10 -2.43
F -2.79 9.98 -2.28
F -2.29 8.99 -0.49
C -1.10 -13.10 -1.90
F -0.41 -13.07 -3.02
F -1.21 -14.39 -1.57
F -0.38 -12.38 -1.05
S -2.82 -12.34 -2.03
O -3.40 -12.78 -3.30
O -3.58 -12.86 -0.86
N -2.47 -10.62 -2.31
S -3.30 -10.00 -1.27
O -4.74 -10.27 -1.34
O -2.69 -10.11 0.01
C -3.07 -8.08 -1.72
F -1.80 -7.87 -2.01
F -3.65 -7.76 -2.83
F -3.47 -7.31 -0.71
C 2.22 3.40 -7.93
F 0.99 2.92 -8.07
F 2.81 2.79 -6.93
F 2.95 3.23 -9.07
S 2.01 5.33 -7.45
O 1.52 5.97 -8.65
O 1.03 5.41 -6.33
N 3.73 5.60 -7.25
S 3.66 6.57 -6.08
O 2.70 7.67 -6.25
O 3.53 5.95 -4.79
C 5.36 7.40 -6.14
F 6.23 6.46 -5.74
F 5.76 7.92 -7.34
F 5.22 8.32 -5.17
*
```

Below is a cluster of 2 separate species, C3H7BrS in total, with properties calculated with ωB97M-V with the def2-TZVPD basis set.

Values from the calculation:
SMILES string = C=C(C)Br.S
HOMO energy = -9.43 eV
DFT total energy = -3090.64245 Eh

The geometry in ORCA input format:
```
! wB97M-V def2-TZVPD RIJCOSX def2/J DEFGRID3
* xyz 0 1
C 2.39 -0.46 0.38
C 0.28 0.42 -0.46
C 1.14 -0.65 0.05
S -3.48 -0.76 -0.84
Br 0.16 -2.27 0.38
H -3.44 -1.98 -1.17
H 2.91 0.52 0.37
H 3.06 -1.25 0.70
H 0.77 1.25 -0.76
H -0.66 0.60 -0.06
H -0.03 -0.08 -1.42
H -3.14 -0.04 -1.85
*
```

Below is a structure of composition C19H33BF4N3O5P2Rh, with properties calculated with ωB97M-V with the def2-TZVPD basis set.

Values from the calculation:
HOMO energy (spin up / spin down) = -14.67 / -14.67 eV
DFT total energy = -2501.45389 Eh

The geometry in ORCA input format:
```
! wB97M-V def2-TZVPD RIJCOSX def2/J DEFGRID3
* xyz 2 1
Rh -0.15 0.08 -0.09
F 1.95 0.59 -1.10
B 2.90 0.62 0.02
F 2.08 0.12 1.09
F 3.15 1.94 0.28
F 3.95 -0.15 -0.22
C -0.66 5.44 -0.27
N 0.76 4.89 -0.39
C 1.49 5.12 0.92
N 0.75 4.57 1.99
C -0.59 5.13 2.07
N -1.31 4.86 0.84
C -1.65 3.46 0.67
P -0.12 2.41 0.60
C 0.73 3.45 -0.72
C 0.79 3.13 2.07
H -1.18 5.21 -1.21
H -0.60 6.53 -0.15
H 1.26 5.39 -1.13
H 1.60 6.20 1.07
H 2.48 4.66 0.85
H -0.52 6.21 2.21
H -1.13 4.70 2.91
H -2.23 3.32 -0.24
H -2.29 3.14 1.50
H 0.21 3.30 -1.67
H 1.76 3.09 -0.85
H 1.83 2.78 2.05
H 0.33 2.80 3.00
C -0.77 -5.09 -0.35
C -1.54 -3.78 -0.24
O -1.14 -3.05 0.92
P 0.09 -2.04 1.00
O 0.70 -2.30 2.43
C -0.04 -2.59 3.63
C 0.12 -4.06 3.97
O 1.18 -2.59 -0.02
C 2.51 -3.03 0.32
C 3.23 -3.40 -0.96
H -1.12 -5.65 -1.21
H -0.93 -5.69 0.55
H 0.30 -4.91 -0.46
H -2.60 -3.98 -0.11
H -1.38 -3.17 -1.13
H -1.09 -2.34 3.49
H 0.40 -1.95 4.41
H -0.32 -4.68 3.20
H -0.40 -4.26 4.91
H 1.17 -4.31 4.09
H 2.41 -3.88 1.00
H 3.04 -2.23 0.84
H 2.62 -4.07 -1.56
H 4.16 -3.89 -0.69
H 3.47 -2.52 -1.54
O -4.30 0.20 -1.11
C -3.10 0.16 -1.16
O -2.25 0.68 -0.37
C -2.45 -0.58 -2.36
C -3.29 -1.22 -3.26
C -2.74 -1.85 -4.36
C -1.37 -1.88 -4.55
C -0.52 -1.27 -3.63
C -1.08 -0.60 -2.55
H -4.36 -1.21 -3.10
H -3.39 -2.34 -5.08
H -0.95 -2.36 -5.41
H 0.55 -1.30 -3.77
H -0.39 0.02 -1.90
*
```

Below is a structure of composition C24H45CaNP2Si, with properties calculated with ωB97M-V with the def2-TZVPD basis set.

Values from the calculation:
HOMO energy (spin up / spin down) = -5.45 / -5.26 eV
DFT total energy = -2645.77670 Eh

The geometry in ORCA input format:
```
! wB97M-V def2-TZVPD RIJCOSX def2/J DEFGRID3
* xyz 0 1
P 1.46 0.31 -2.08
P -1.98 -2.01 -0.14
C 0.92 -1.19 -1.09
C -0.41 -1.99 -1.27
H 0.97 -0.99 0.01
H 1.73 -1.91 -1.32
H -0.86 -1.89 -2.28
H -0.16 -3.06 -1.16
C -1.69 -1.05 1.38
H -2.21 -0.08 1.32
H -0.61 -0.87 1.52
H -2.09 -1.60 2.24
C -1.91 -3.72 0.55
H -1.27 -3.79 1.44
H -1.56 -4.42 -0.22
H -2.93 -4.03 0.83
C 3.06 1.08 -1.66
H 3.27 1.80 -2.47
H 3.95 0.43 -1.60
H 3.01 1.69 -0.74
C 1.68 -0.26 -3.78
H 1.18 -1.23 -3.93
H 2.76 -0.40 -3.99
H 1.27 0.47 -4.49
Ca 2.38 -0.12 1.45
C 1.78 -2.24 2.27
C 2.05 -1.37 3.29
C 3.42 -0.92 3.76
C 4.70 -1.07 2.84
C 4.62 -0.69 1.39
C 4.00 -1.49 0.45
C 3.64 -2.95 0.60
C 2.75 -3.31 1.81
C 0.44 1.73 -1.72
H 0.74 -2.46 2.00
H 1.24 -1.04 3.96
H 3.66 -1.47 4.69
H 3.36 0.16 4.04
H 5.47 -0.45 3.32
H 5.12 -2.07 3.01
H 5.33 0.12 1.06
H 4.01 -1.21 -0.60
H 4.54 -3.60 0.61
H 3.12 -3.24 -0.32
H 2.13 -4.18 1.53
H 3.40 -3.60 2.65
H -0.38 1.53 -1.03
H 0.02 2.16 -2.64
H 1.06 2.53 -1.26
C -0.95 3.45 1.76
Si -2.49 3.18 0.74
C -3.93 2.81 1.90
C -2.76 4.68 -0.34
N -2.40 1.82 -0.35
C -3.15 1.40 -1.35
C -2.61 0.44 -2.28
C -3.38 -0.13 -3.29
C -4.70 0.31 -3.47
C -5.26 1.27 -2.62
C -4.51 1.79 -1.57
H -0.95 4.48 2.12
H -0.02 3.29 1.20
H -0.92 2.79 2.64
H -4.16 3.70 2.52
H -4.83 2.52 1.35
H -3.67 1.98 2.57
H -1.88 4.84 -0.97
H -3.61 4.53 -1.02
H -2.94 5.59 0.25
H -1.57 0.15 -2.15
H -2.95 -0.90 -3.93
H -5.30 -0.11 -4.28
H -6.28 1.62 -2.78
H -4.97 2.50 -0.87
*
```

Below is a structure of composition C31H44MoN6O6P2, with properties calculated with ωB97M-V with the def2-TZVPD basis set.

Values from the calculation:
HOMO energy (spin up / spin down) = -19.20 / -19.21 eV
DFT total energy = -2737.24577 Eh

The geometry in ORCA input format:
```
! wB97M-V def2-TZVPD RIJCOSX def2/J DEFGRID3
* xyz 4 3
Mo -0.12 0.50 0.21
C -3.19 -4.07 -0.25
N -1.73 -4.32 0.20
C -1.74 -4.57 1.73
N -2.36 -3.47 2.40
C -3.73 -3.28 1.93
N -3.75 -2.99 0.49
C -3.20 -1.68 0.17
P -1.43 -1.62 0.69
C -0.82 -3.17 -0.15
C -1.57 -2.25 2.43
H -3.73 -4.99 -0.07
H -3.16 -3.86 -1.32
H -1.38 -5.16 -0.26
H -0.70 -4.71 2.04
H -2.30 -5.49 1.89
H -4.20 -2.47 2.48
H -4.30 -4.19 2.12
H -3.77 -0.91 0.69
H -3.29 -1.49 -0.91
H 0.19 -3.40 0.18
H -0.83 -3.05 -1.23
H -2.06 -1.51 3.05
H -0.58 -2.45 2.83
C 3.66 2.86 -4.12
N 2.36 2.24 -3.86
N 2.02 1.74 -2.63
C 0.74 1.31 -2.70
O 0.17 0.70 -1.67
C 0.26 1.54 -3.97
C 1.31 2.13 -4.68
C 1.35 2.60 -6.09
C 2.90 1.68 -1.50
C 3.95 0.77 -1.48
C 4.81 0.77 -0.39
C 4.61 1.66 0.66
C 3.55 2.56 0.63
C 2.68 2.57 -0.45
H 4.10 3.18 -3.18
H 3.50 3.74 -4.75
H 4.32 2.16 -4.63
H -0.71 1.30 -4.36
H 0.45 2.30 -6.61
H 2.21 2.18 -6.62
H 1.42 3.69 -6.13
H 4.11 0.10 -2.31
H 5.65 0.09 -0.37
H 5.31 1.68 1.49
H 3.44 3.29 1.42
H 1.89 3.31 -0.53
C -1.51 4.16 4.10
C -1.89 2.74 3.79
O -2.24 2.59 2.33
P -1.49 2.32 1.02
O -0.67 3.50 0.43
C -1.17 4.78 -0.18
C -1.56 5.77 0.88
O -2.61 1.89 -0.03
C -4.09 2.05 0.12
C -4.54 3.44 -0.23
H -1.29 4.22 5.17
H -2.34 4.84 3.91
H -0.63 4.46 3.55
H -2.80 2.42 4.28
H -1.08 2.04 3.98
H -1.99 4.51 -0.84
H -0.32 5.11 -0.77
H -2.42 5.44 1.46
H -1.83 6.70 0.39
H -0.73 5.98 1.56
H -4.34 1.79 1.15
H -4.50 1.31 -0.57
H -4.21 4.17 0.51
H -5.63 3.47 -0.25
H -4.20 3.73 -1.22
O 1.52 -1.90 1.32
C 1.76 -0.90 1.96
N 1.00 0.29 1.76
C 1.44 1.30 2.69
O 0.91 2.37 2.75
C 2.54 0.69 3.46
C 3.30 1.24 4.48
C 4.28 0.42 5.04
C 4.48 -0.89 4.60
C 3.70 -1.44 3.58
C 2.73 -0.63 3.02
H 3.15 2.25 4.82
H 4.91 0.80 5.83
H 5.25 -1.49 5.06
H 3.85 -2.45 3.24
*
```